A structure of composition C25H48CaCl3N4O4Si at a distorted geometry, computed with ωB97M-V/def2-TZVPD.

## Properties
E_tot (eV): -104742.6836
HOMO-LUMO gap (eV): 6.8
Strongest force on any atom (Eh/bohr): 0.06964
Net charge: -1
ΔE to the lowest compared entry with this formula, charge and spin (kJ/mol): 217.5

Each line ends with the Löwdin charge.
Atoms and positions in Å:
C  -0.875667  5.982904  0.407388  -0.0457
C  -0.770789  4.915704  -0.653526  -0.2206
H  -1.070920  6.933418  -0.118068  0.0588
H  0.062363  6.082400  0.953815  0.0736
H  -1.678887  5.676130  1.082252  0.0868
C  -0.733486  5.205473  -1.963957  -0.1200
C  -1.116890  6.560517  -2.451200  -0.1309
H  -0.417386  4.469541  -2.698535  0.0980
H  -0.426576  7.325666  -2.074681  0.0684
H  -2.147697  6.835048  -2.127139  0.0864
H  -1.096599  6.504920  -3.543001  0.0617
Ca  0.587476  -1.789455  1.287164  0.8784
Cl  -2.003662  -1.466959  2.243422  -0.0907
Cl  2.408731  0.071137  2.483734  -0.0487
C  -1.325985  -2.667100  -0.817407  -0.2868
O  -0.374801  -3.386145  -0.322620  -0.1481
N  -1.737362  -2.647472  -2.089487  -0.1704
C  -0.875587  -2.990707  -3.210545  -0.0388
C  -3.125837  -2.506003  -2.501304  -0.0358
H  -1.895190  -1.917842  -0.166949  0.0661
H  0.131588  -3.278037  -2.884191  0.0956
H  -0.814236  -2.141818  -3.897009  0.0806
H  -1.342209  -3.811625  -3.769023  0.0830
H  -3.788866  -2.391117  -1.659455  0.0965
H  -3.393681  -3.385454  -3.076640  0.0831
H  -3.221135  -1.649937  -3.156175  0.0694
H  3.400980  2.382796  0.166563  0.0759
H  2.848624  2.842213  -2.293057  0.0847
C  3.935810  1.493534  -0.213711  -0.0677
C  3.372328  1.913205  -2.523357  -0.0677
N  3.257872  0.992628  -1.397570  -0.1730
H  3.998577  0.742794  0.578245  0.0301
C  2.655358  -0.213922  -1.496824  -0.3227
O  2.759262  -1.155912  -0.674638  -0.0957
H  2.970659  1.481784  -3.430099  0.0829
H  2.008260  -0.279371  -2.398132  0.1187
H  4.921254  1.847627  -0.537819  0.0840
H  4.423334  2.171659  -2.642180  0.0812
O  0.375068  3.245287  0.681280  -0.3684
C  -0.732287  3.467540  -0.125386  -0.3916
C  -0.104580  1.941714  -2.135438  -0.1224
C  -1.066913  2.480595  -1.305470  -0.2771
H  0.948464  2.170125  -1.936570  0.0840
C  -0.446592  1.060354  -3.179317  -0.0937
H  -1.663072  3.396218  0.505678  0.1302
C  -2.413474  2.198530  -1.565980  -0.0458
H  0.329309  0.513904  -3.686981  0.0687
C  -1.809575  0.878793  -3.542461  -0.1246
C  -2.781285  1.454260  -2.702742  -0.1055
H  -3.181065  2.628661  -0.872566  0.1272
H  -2.067558  0.308764  -4.442651  0.0848
H  -3.842187  1.291676  -2.926337  0.0906
Si  1.129587  2.506900  2.417589  0.5142
Cl  -0.078355  0.518193  0.519215  0.0672
C  2.927069  3.001447  2.829942  -0.2358
C  0.321086  1.461851  3.902513  -0.2913
C  -0.101442  3.875604  2.843836  -0.2428
H  3.702597  2.705444  2.119935  -0.0178
H  3.234632  2.605329  3.807041  0.0269
H  2.991720  4.096795  2.916455  0.0251
H  0.157299  4.805945  2.312993  -0.0020
H  -0.102458  4.052708  3.938920  0.0216
H  -1.092814  3.502149  2.518759  0.0482
H  -0.322061  0.616051  3.591381  -0.0278
H  -0.332094  2.099019  4.530144  0.0059
H  1.054623  1.028522  4.609071  -0.0053
C  2.235527  -5.006951  1.166330  -0.0621
N  0.915798  -5.568107  1.425281  -0.1393
C  0.326077  -6.230742  0.264234  -0.0811
C  0.096815  -4.773673  2.207692  -0.5056
O  0.492119  -3.680126  2.668276  -0.1155
N  -1.188150  -5.231144  2.385109  -0.1452
C  -1.520800  -6.656547  2.545625  -0.0642
C  -2.141530  -4.340762  2.990290  -0.1362
H  2.885617  -5.780733  0.727125  0.0891
H  2.707903  -4.646291  2.094075  0.0983
H  2.184721  -4.160432  0.418848  0.0958
H  0.402285  -7.324993  0.362270  0.0822
H  -0.710920  -5.891396  0.141076  0.0838
H  0.906158  -5.947159  -0.626851  0.0859
H  -2.033484  -6.808168  3.505598  0.0833
H  -2.271183  -6.967569  1.805820  0.0848
H  -0.645004  -7.313955  2.500583  0.0822
H  -2.083540  -4.400741  4.080800  0.0930
H  -1.962637  -3.295590  2.622350  -0.1360
H  -3.138444  -4.639525  2.678328  0.0836

Forces on the atoms, in the same order (eV/Å):
-0.478 -0.004 -1.145
0.741 -0.854 -0.269
-0.195 -0.233 0.738
-0.115 -0.112 -0.033
0.123 0.509 0.209
-0.053 -0.150 1.260
-0.126 0.292 -0.455
-0.528 -0.079 0.133
-0.155 0.089 -0.395
0.671 -0.147 -0.253
-0.037 0.564 0.053
0.360 0.771 0.658
-0.084 1.098 -0.243
0.605 -1.056 -0.281
0.591 -0.426 1.843
-1.804 2.409 -1.760
0.726 -0.619 -0.625
0.096 -0.584 0.064
0.461 0.662 0.186
0.426 -1.270 -0.296
-0.382 0.117 0.046
0.017 0.100 0.164
0.293 -0.077 0.031
-0.096 0.046 0.332
-0.167 -0.312 0.048
-0.115 0.337 -0.136
0.002 -0.478 -0.212
-0.086 0.070 -0.076
0.003 0.160 0.041
-0.328 -0.110 0.670
0.033 -0.238 -0.268
-0.113 0.102 -0.255
0.211 -0.875 1.433
-0.466 1.537 -1.432
-0.075 -0.099 -0.196
0.374 -0.158 0.216
0.125 -0.190 0.244
0.129 -0.119 -0.263
2.281 -0.446 -1.158
-0.373 -0.739 0.294
0.434 -0.723 -0.708
-0.351 0.690 0.603
-0.566 -0.269 0.115
-1.161 0.812 0.330
0.348 0.036 -0.240
-0.192 0.208 -0.143
0.210 0.081 -0.428
0.867 0.315 0.985
0.057 -0.074 0.010
0.665 -0.553 -0.784
-0.021 0.122 0.462
0.356 0.123 0.096
-3.414 0.511 0.951
-0.156 -0.394 -0.452
0.145 0.788 -0.528
-0.076 -0.656 0.168
0.688 1.353 1.205
-0.246 -0.093 0.142
-0.488 -0.250 -0.273
-0.175 -0.089 -0.115
-0.368 -0.433 0.581
-0.271 0.161 -0.357
0.472 0.232 0.336
0.404 0.352 -0.143
0.255 -0.014 -0.529
-0.026 0.178 -0.564
0.488 0.492 -0.342
0.146 0.462 0.063
0.185 -0.240 -0.160
-0.580 0.148 -0.024
-0.203 -1.105 -0.373
0.883 -0.926 0.232
-0.093 0.196 -0.118
0.055 0.462 -0.003
-0.302 0.193 0.187
-0.321 -0.120 -0.422
0.069 -0.688 0.668
-0.256 0.245 -0.047
0.378 -0.321 -0.078
-0.313 0.028 0.203
0.373 0.180 0.040
0.323 0.024 -0.151
-0.192 0.271 -0.067
-0.035 0.146 0.101
-0.281 -1.264 0.735
-0.201 -0.087 -0.078

=====

A cluster of 2 separate species, C2H4Si in total at a distorted geometry, computed with ωB97M-V/def2-TZVPD.

## Properties
E_tot (eV): -10008.7091
HOMO-LUMO gap (alpha / beta) (eV): 7.8 / 5.5
Strongest force on any atom (Eh/bohr): 0.07032
ΔE to the lowest compared entry with this formula, charge and spin (kJ/mol): 497.5

Each line ends with the natural charge from an NBO analysis.
Atoms and positions in Å:
C  2.612255  -0.086631  0.022911  -0.5060
C  1.423468  -0.172870  -0.007070  -0.1176
Si  -2.041905  -0.043410  0.074373  0.7758
H  3.558369  0.384241  -0.265744  0.2346
H  -1.778807  0.781492  1.240432  -0.1337
H  -1.768820  -1.496580  0.148812  -0.1156
H  -2.004559  0.633759  -1.213717  -0.1376

Forces on the atoms, in the same order (eV/Å):
2.896 1.318 -0.775
-3.589 -0.388 0.204
2.111 -0.452 -0.073
-0.592 -0.828 0.568
-0.234 0.086 0.283
-0.355 0.265 -0.012
-0.237 -0.002 -0.197

=====

A structure of composition C25H55HgN3O3 at a distorted geometry, computed with ωB97M-V/def2-TZVPD.

## Properties
E_tot (eV): -41562.4791
HOMO-LUMO gap (eV): 4.1
Strongest force on any atom (Eh/bohr): 0.13362
Net charge: +4
ΔE to the lowest compared entry with this formula, charge and spin (kJ/mol): 0.0

Each line ends with the Löwdin charge.
Atoms and positions in Å:
Hg  -1.550127  3.774748  0.800779  1.5532
O  0.726203  0.416708  1.285289  0.2392
C  0.010283  1.464418  1.071169  -0.9032
O  -1.183097  1.432658  1.018909  -0.0144
O  0.541673  2.605078  1.027459  -0.0412
H  -0.104257  -0.054022  1.183569  0.1124
C  -1.013507  -0.064972  4.506769  -0.0790
C  -1.255637  -1.030562  5.699079  -0.2117
C  -2.335377  -2.117092  5.351029  -0.1209
N  -2.410387  -3.260192  6.338489  -0.2295
C  -3.009297  -2.690082  7.673989  0.0616
C  -1.017807  -3.820652  6.659199  -0.0915
C  -1.229187  -5.345492  6.884649  -0.1131
C  -2.332197  -5.615552  5.876589  -0.1841
C  -3.254037  -4.497242  5.998369  -0.1028
H  -1.992317  -0.107262  4.029019  0.0653
H  -0.222227  -0.283692  3.789739  0.0639
H  -0.920767  0.942878  4.911399  0.0815
H  -1.690067  -0.478332  6.532399  0.1048
H  -0.353297  -1.348922  6.221129  0.1077
H  -2.259047  -2.534612  4.347059  0.1332
H  -3.230877  -1.499362  5.418869  0.1291
H  -2.451247  -1.869542  8.124969  0.1057
H  -3.064447  -3.631062  8.221369  0.1109
H  -3.949197  -2.197982  7.423969  0.1135
H  -0.589307  -3.309662  7.521389  0.1336
H  -0.369197  -3.629302  5.804329  0.1322
H  -1.459607  -5.585252  7.922689  0.1305
H  -0.329087  -5.860672  6.549239  0.1294
H  -2.861667  -6.506352  6.214579  0.1370
H  -1.928207  -5.967952  4.927529  0.1333
H  -3.963107  -4.742322  6.789099  0.1452
H  -3.712657  -4.288182  5.031899  0.1405
C  -0.960367  -1.652302  -1.449231  -0.0681
C  -1.113827  -0.741762  -2.638551  -0.2712
C  -1.732737  -1.427892  -3.757301  -0.1401
N  -2.012367  -0.649842  -5.060391  -0.2255
C  -2.483737  -1.623442  -6.134771  0.0430
C  -2.978567  0.528708  -4.887271  -0.1079
C  -2.369767  1.786128  -5.429171  -0.1246
C  -0.892537  1.497948  -5.255841  -0.1490
C  -0.671267  0.014428  -5.563221  -0.0580
H  -0.492857  -1.071422  -0.654171  0.0542
H  -0.428817  -2.555712  -1.748251  0.0999
H  -1.802877  -2.184622  -1.007721  0.0970
H  -0.119307  -0.325222  -2.798331  0.1134
H  -1.790947  0.085448  -2.425601  0.1054
H  -2.747957  -1.704392  -3.472751  0.1525
H  -1.188487  -2.325492  -4.050931  0.1512
H  -3.404777  -2.061162  -5.749821  0.1150
H  -1.737737  -2.376732  -6.388011  0.1209
H  -2.710407  -1.001652  -7.000861  0.1190
H  -4.003877  0.197948  -5.052881  0.1519
H  -3.066357  0.668218  -3.809811  0.1090
H  -2.727327  2.002538  -6.435861  0.1390
H  -2.760297  2.512578  -4.716521  0.1269
H  -0.240837  2.169908  -5.814291  0.1270
H  -0.621697  1.470808  -4.200381  0.0885
H  -0.588877  -0.141972  -6.638791  0.1343
H  0.175193  -0.520872  -5.133041  0.1337
C  6.064593  0.469048  -0.863261  -0.0757
C  5.430383  1.845128  -1.149291  -0.2163
C  3.881243  1.942148  -1.252011  -0.0899
N  3.277763  3.267668  -1.843701  -0.2276
C  3.051433  4.351918  -0.749971  0.0650
C  1.861383  3.058968  -2.514221  -0.1007
C  1.687943  4.172838  -3.549631  -0.1332
C  3.078833  4.774798  -3.738611  -0.1393
C  4.098093  3.823528  -3.024561  -0.0625
H  5.980123  -0.145862  -1.759281  0.0813
H  5.635303  -0.063582  -0.014661  0.0781
H  7.120343  0.561368  -0.608371  0.0930
H  5.958693  2.223958  -2.024211  0.1092
H  5.639753  2.447978  -0.265641  0.1095
H  3.378663  1.701558  -0.315201  0.1260
H  3.528693  1.192018  -1.959901  0.1154
H  2.941813  5.308838  -1.260251  0.1046
H  3.973723  4.283878  -0.173031  0.1120
H  2.193313  4.047938  -0.150541  0.0717
H  1.107803  2.915848  -1.739791  0.0987
H  1.994893  2.076138  -2.966251  0.1115
H  1.139483  5.034888  -3.169911  0.1199
H  1.304333  3.713818  -4.460811  0.1090
H  3.204833  5.769828  -3.311831  0.1131
H  3.370753  4.988788  -4.766761  0.1326
H  4.930023  4.321078  -2.526121  0.1406
H  4.402283  3.045178  -3.724371  0.1446

Forces on the atoms, in the same order (eV/Å):
1.744 -1.941 0.564
-0.328 -0.502 -0.502
3.320 4.484 0.856
-6.724 -1.227 -0.701
1.512 2.960 -0.568
0.262 -3.497 0.523
-1.268 -0.305 1.003
0.264 -0.286 0.530
0.674 0.346 0.193
0.238 1.473 2.127
0.194 -0.512 -1.319
0.092 -0.675 0.350
0.818 1.283 -0.891
0.749 -3.055 1.006
-0.573 1.392 -1.815
0.076 0.421 -0.714
0.027 -0.312 0.347
0.326 -0.003 -0.200
-0.298 0.477 -0.283
0.268 -0.602 -0.741
0.258 -0.023 0.033
-0.510 -0.729 -0.181
0.722 -0.624 -0.051
-0.360 0.855 0.843
-0.386 -0.782 0.050
-0.204 0.076 -0.087
-0.172 -0.124 -0.083
-0.076 -0.027 -0.136
0.045 -0.073 0.524
-0.147 -0.148 -0.054
-0.072 0.938 -0.347
-0.115 0.741 -0.173
-0.616 0.105 0.328
-0.103 -1.043 0.518
-0.095 1.465 1.030
-1.534 -0.982 -2.288
2.113 0.151 -0.717
-0.585 0.877 0.533
-0.506 -1.704 1.869
-0.800 -0.518 0.052
0.976 -0.592 0.516
-1.341 -0.156 -1.065
0.367 -0.514 -0.004
1.040 0.358 0.153
-0.874 0.844 -0.234
0.030 0.006 -0.514
0.223 0.337 0.532
0.041 -0.443 0.207
-0.040 -0.008 -0.140
0.099 -0.231 -0.212
0.040 0.180 0.286
-0.026 -0.238 -0.063
0.122 0.144 -1.166
0.417 -0.082 0.213
0.434 0.163 -0.027
0.354 0.675 -0.555
0.035 -0.185 0.062
-0.107 1.094 0.312
-0.314 -0.179 -0.018
-0.105 0.372 0.345
-0.729 -0.248 -0.225
-0.229 0.636 1.207
-0.099 -0.514 -1.477
-1.354 -0.008 -0.021
1.345 -1.376 -1.012
1.704 -0.890 0.445
0.571 0.219 0.682
1.991 0.043 0.132
-1.201 0.862 0.480
0.078 -0.225 0.124
-0.307 0.058 -0.062
-0.047 0.330 -0.260
-0.333 0.336 0.059
0.576 0.446 -0.212
0.081 0.438 0.147
0.011 -0.107 -0.153
-0.058 -0.093 0.347
-0.204 0.572 0.252
0.179 0.102 -0.108
0.081 0.389 0.105
-0.245 0.095 -0.412
-0.900 -0.546 -0.256
-0.247 0.505 0.068
-0.492 -0.027 0.311
-0.071 -0.596 -0.130
0.199 0.014 -0.632
0.097 -0.309 0.547